# 1
Density functional theory data (ωB97M-V with the def2-TZVPD basis set) for a cluster of 2 separate species, C2H7S2 in total.

Cartesian coordinates (Å):
S (0.764, -2.168, -1.082)
H (0.539, -2.920, 0.015)
C (-1.971, 1.442, 0.103)
C (-0.884, 1.378, 1.148)
S (0.743, 0.905, 0.441)
H (-1.712, 2.034, -0.776)
H (-2.435, 0.549, -0.320)
H (-2.813, 1.997, 0.552)
H (-1.034, 0.765, 2.033)
H (-0.672, 2.378, 1.546)
H (0.568, -0.405, -0.203)

highest occupied orbital energy = -3.0 eV
relative energy (zero: lowest compared OMol25 entry of this formula, charge and spin) = 35.6 kJ/mol
LUMO energy = 3.7 eV
electronic energy = -23858.846 eV
HOMO-LUMO gap = 6.73 eV
total charge = -1

Atomic partial charges in e from the natural (NBO) method, atoms 1 to 8: -0.89, 0.09, -0.62, -0.51, -0.27, 0.21, 0.22, 0.18

# 2
Density functional theory data (ωB97M-V with the def2-TZVPD basis set) for a cluster of 2 separate species, C2H7S2 in total.

Cartesian coordinates (Å):
S (2.190, 0.519, 2.744)
H (2.935, 0.908, 3.792)
C (-0.527, -0.759, -0.112)
S (-1.645, 0.098, -1.260)
C (-0.893, -0.356, -2.888)
H (-0.343, -0.098, 0.729)
H (0.413, -1.050, -0.563)
H (-1.111, -1.629, 0.201)
H (0.166, -0.286, -2.690)
H (-1.320, -1.277, -3.275)
H (-1.244, 0.434, -3.542)

highest occupied orbital energy = -2.5 eV
relative energy (zero: lowest compared OMol25 entry of this formula, charge and spin) = 65.0 kJ/mol
LUMO energy = 3.0 eV
electronic energy = -23858.542 eV
HOMO-LUMO gap = 5.50 eV
total charge = -1

Atomic partial charges in e from the natural (NBO) method, atoms 1 to 8: -1.08, 0.09, -0.73, 0.12, -0.72, 0.27, 0.22, 0.21